C24H32CeNO as an isolated structure. Source: the Open Molecules 2025 dataset; level of theory: ωB97M-V/def2-TZVPD.

XYZ file:
```
59
Properties=species:S:1:pos:R:3:forces:R:3
Ce 0.16147 0.07890 -0.33712 -1.0985 -1.3857 -1.4099
C 2.32793 1.02453 0.81121 0.5156 0.3990 -0.5412
C 2.84629 0.25022 -0.27921 -0.0292 0.8320 -0.1523
C 2.47752 0.90715 -1.50131 0.2671 0.5857 0.9521
H 3.45361 -0.65672 -0.20157 -0.4194 0.3529 -0.0075
C 1.71705 2.07127 -1.16162 0.8958 -0.4456 0.2060
C 1.63067 2.14650 0.26480 0.8247 -0.0629 0.0045
H 1.12627 2.92132 0.84988 0.2350 -0.3757 -0.3114
H 2.47085 0.82420 1.87434 -0.1351 0.0342 -0.4285
H 2.79218 0.62263 -2.50682 -0.4146 -0.0603 0.4077
H 1.29045 2.76909 -1.88408 0.1321 -0.3121 0.3024
C -2.40588 0.72622 0.22601 -0.1739 0.1486 -0.1860
C -1.59185 1.84843 0.57403 -0.4816 0.1614 -0.3631
C -1.19417 2.48643 -0.63804 -0.5567 -0.4500 -0.0645
H -1.32810 2.17258 1.58257 -0.2236 -0.0922 -0.4171
C -1.72509 1.74912 -1.73321 -0.1369 -0.1391 0.5643
C -2.48047 0.65793 -1.19825 0.2200 0.5070 0.3820
H -3.07399 -0.04221 -1.79058 0.3890 0.1370 0.2759
H -2.88756 0.04419 0.93410 0.2712 0.2812 -0.3482
H -0.61366 3.40135 -0.72373 -0.1404 -0.2996 0.0682
H -1.62695 2.01323 -2.78875 0.0871 -0.2759 0.3906
O 0.43015 -1.41992 -1.74975 -0.8926 0.8027 -1.3277
C -0.44521 0.30889 -4.92002 1.0490 -0.6879 2.7257
C 0.27264 -0.89878 -4.43183 -0.0268 -0.3259 -0.4637
C 0.26663 1.57227 -5.07977 0.1471 0.1914 -0.3012
C -1.86978 0.21890 -5.22589 -0.0335 -0.2360 -0.0477
C 0.06666 -1.83317 -3.10809 0.2252 -0.3657 0.0238
H 1.35683 -0.73615 -4.50405 -0.0276 0.0448 0.0792
H 0.03640 -1.64810 -5.23111 0.2675 -0.6884 0.4958
H -0.98217 -2.19876 -3.10051 0.3798 0.2795 0.1294
H 0.71879 -2.71577 -3.29285 -0.4035 0.3421 -0.1362
H 0.17553 1.95372 -6.11865 0.2051 0.2774 0.0547
H 1.32821 1.44344 -4.83492 -0.0536 0.1655 -0.1381
H -0.12245 2.36738 -4.42425 0.0081 0.5646 0.0511
H -2.00235 -0.10340 -6.27399 -0.5844 -0.0542 -0.2819
H -2.38148 1.18076 -5.09522 -0.1755 -0.0456 -0.0250
H -2.33384 -0.52650 -4.56927 -0.3349 0.0741 -0.2185
C 0.54634 1.01387 5.57845 -0.0512 -0.2728 0.1426
N 0.76288 0.27664 4.37805 0.4732 0.7486 0.1609
C 1.90575 -0.58729 4.34994 0.0566 -0.1314 0.1635
C -0.26062 0.25727 3.37526 0.0295 0.0885 -0.1905
C -0.51563 -1.15204 2.92517 -0.7800 -0.7329 0.5639
C -0.95261 -2.08034 3.89568 0.3792 0.4980 -0.4377
C -1.08069 -3.41789 3.53875 -0.1436 0.0601 0.0380
C -0.83500 -3.80635 2.22023 0.2143 0.1074 -0.5179
C -0.44170 -2.85671 1.25360 -0.5234 -1.1472 0.7167
C -0.29096 -1.53164 1.61047 0.6384 1.4148 -0.8009
H 1.52420 1.36741 5.94213 -0.4117 0.2281 0.1240
H 0.09369 0.38441 6.37163 0.0305 0.2529 0.1128
H -0.13530 1.85039 5.37101 0.3134 -0.0606 0.2483
H 1.69721 -1.60335 4.73193 0.0743 0.0629 -0.1288
H 2.33164 -0.68693 3.33941 -0.1596 -0.0162 0.3087
H 2.65313 -0.13557 5.02261 0.0234 -0.2243 -0.3524
H -1.17475 0.69538 3.81529 0.2445 -0.0993 -0.2009
H 0.03363 0.90249 2.51616 -0.2309 -0.3905 0.2359
H -1.14671 -1.72359 4.91658 0.0720 -0.3056 -0.3147
H -1.38205 -4.14234 4.29647 0.0303 0.0536 -0.2645
H -0.94503 -4.84829 1.92237 0.0065 0.0956 0.1560
H -0.26856 -3.15674 0.21632 -0.0628 -0.1080 0.2934
```
Positions in Å, forces in eV/Å.

2S+1 ... 1
Charge ... -1

These are the Mulliken partial charges, in e, on atoms 1 to 2: 0.084 -0.346

---

C19H24N4O4S2 in the gas phase. Source: the Open Molecules 2025 dataset; level of theory: ωB97M-V/def2-TZVPD.

XYZ file:
```
53
Properties=species:S:1:pos:R:3:forces:R:3
C 0.12641 -3.10642 -0.87485 0.6051 3.4502 -6.8408
C 1.58682 -2.43128 -1.04753 -5.8277 -0.4954 -5.4675
C 2.07802 -2.44389 0.19502 1.0774 8.6146 7.0758
C 3.33635 -1.69205 0.35179 2.6301 0.4480 -0.4338
C 4.42744 -2.31188 0.96743 1.0826 5.2935 -3.8756
C 5.76311 -1.48752 0.65028 -3.3900 -3.6354 3.5420
O 6.80469 -1.88686 1.07143 2.8676 -1.6296 0.3929
N 5.72948 -0.26890 0.19649 -3.3656 5.6744 -2.5523
C 4.47189 0.46907 -0.25447 -1.9580 -15.1023 4.7159
S 4.63105 1.70199 -1.06891 0.6333 10.8202 -4.6826
C 2.86256 2.34126 -1.02697 -0.7846 -7.4110 1.0976
C 2.17020 2.31995 0.45428 5.1633 -0.8785 -1.6031
O 2.87019 1.86924 1.38393 -2.5714 1.4266 -1.2485
N 0.94404 2.80099 0.45207 1.3934 0.8850 -0.1526
C 0.23466 3.28501 -0.82403 -3.8716 -2.7526 8.2742
C -1.40883 3.00658 -0.06108 2.7737 -4.6031 -6.4310
N -1.09726 2.18918 1.00797 -0.5980 -3.9205 3.5063
S -0.97701 0.48647 0.64534 0.2721 2.3867 -12.4129
O -0.25823 0.53050 -1.04560 -2.7115 -0.6158 6.1999
O -0.26514 -0.24570 1.56884 1.6488 -1.4332 3.6866
C -2.61484 -0.20735 0.27449 -0.3994 3.6765 1.5869
C -3.41655 0.21048 1.34923 -3.7461 -3.8996 1.5522
C -4.86124 -0.34572 1.36211 6.9194 1.1127 -7.0068
C -5.25191 -0.78016 0.09602 -1.4328 0.3757 -0.5616
C -6.76179 -1.18456 -0.09528 0.2357 2.3449 1.1295
C -4.42078 -0.69564 -1.12033 -3.9047 -3.3443 -0.2961
C -3.13110 -0.47313 -1.07465 1.9635 0.9670 4.9715
C 0.21628 2.49858 1.68282 -5.6364 7.1584 -5.9130
N 3.30995 -0.27265 -0.37718 3.2940 -2.1082 3.3018
H -0.56879 -2.47187 -0.38132 -0.1539 0.1112 1.1501
H -0.34345 -3.15841 -1.99999 0.9549 -0.1282 2.4966
H 0.35917 -4.03970 -0.62702 -0.1381 -3.9637 1.8226
H 2.26361 -2.91216 -1.70875 0.1878 -1.1183 -1.1317
H 1.36596 -1.46300 -1.50612 0.5216 0.1547 0.5407
H 1.41249 -1.54966 0.84309 1.1049 -2.4181 -1.4530
H 2.01598 -3.17543 0.87812 -0.0601 -3.4839 1.6596
H 4.62711 -3.31120 1.28758 -0.4963 -0.3723 0.2318
H 6.61776 0.22805 0.23119 -0.3806 -0.0883 -0.0141
H 2.35076 1.40860 -1.71567 0.8508 2.6621 2.2055
H 2.90471 3.11667 -1.63825 -0.2031 4.0455 -2.1694
H 0.30832 2.57118 -1.49052 0.5651 -3.3983 -3.3980
H 0.21654 4.21905 -1.14425 0.9252 4.4350 -0.6971
H -1.97149 2.24885 -0.90660 1.3730 2.5306 2.2737
H -1.88433 3.89738 0.02658 -1.4984 2.4617 1.0928
H -3.15621 0.50434 2.41644 0.6126 0.0186 -1.8917
H -5.45696 -0.21636 2.12245 -3.0995 0.4408 4.0423
H -7.31355 -0.02857 0.02650 1.1247 -3.6049 -0.5789
H -6.90334 -1.58168 -1.22953 -0.2135 0.4523 3.2725
H -7.01448 -1.78379 0.96285 0.0175 1.0722 -3.5459
H -4.83134 -1.27159 -2.04596 0.4171 1.7320 1.4746
H -2.38752 -0.46069 -1.76260 1.7328 -0.2590 -2.5723
H 0.46147 1.90291 2.40878 2.2873 -3.8430 3.2535
H -0.17084 3.45151 2.11434 1.2060 -0.2437 0.3807
```
Positions in Å, forces in eV/Å.

2S+1 ... 1
SMILES ... CCCc1cc(=O)[nH]c(SCC(=O)N2CCN(S(=O)(=O)c3ccc(C)cc3)C2)n1
Energy relative to the best compared isomer or geometry (same formula, charge and spin) ... 394.5 kcal/mol

These are the Mulliken partial charges, in e, on atoms 1 to 2: -1.122 -0.214

---

C4H12NO3 as an isolated structure. Source: the Open Molecules 2025 dataset; level of theory: ωB97M-V/def2-TZVPD.

XYZ file:
```
20
Properties=species:S:1:pos:R:3:forces:R:3
C 0.79387 1.32582 1.46058 0.8471 0.3317 -4.0931
O 2.32013 0.82537 2.14860 -3.5808 1.0058 1.1084
C 0.58764 0.21465 0.44393 0.0535 -0.6387 0.0509
C -0.27718 0.67407 -0.71725 0.8568 0.8135 -0.5677
C -0.02384 -0.10618 -2.00252 -1.0854 -2.3375 -0.3821
O -0.32441 -1.46955 -1.84450 0.5598 0.6565 0.3823
N 0.07259 -1.05176 1.02637 0.1305 0.5615 0.8716
H -0.13116 1.70239 1.93379 0.4134 -0.7083 1.0534
H 1.23454 2.20723 1.00367 -0.2969 -0.1041 -0.3003
H 1.30658 1.04465 2.55062 2.7475 -1.1139 2.4530
H 1.60838 -0.03980 0.16357 0.1230 0.5580 -0.7900
H -1.32641 0.59848 -0.44263 -0.1348 0.0090 -0.0311
H -0.02408 1.71723 -0.99907 -0.1989 -0.0276 0.5009
H -0.70773 0.27932 -2.78157 0.0187 0.5760 -0.0262
H 0.99868 0.04160 -2.42431 -0.0207 0.2088 0.5031
H 0.19712 -1.75957 0.30604 -0.3715 0.1838 -0.4865
H 0.75137 -1.30386 1.74323 -0.0832 -0.0298 0.1018
H -1.76214 -1.56538 -1.04587 -0.2270 0.3064 -0.8985
H -2.56680 -1.83088 0.18829 -0.3771 0.2502 -0.1340
O -2.72715 -1.50382 -0.71097 0.6259 -0.5014 0.6841
```
Positions in Å, forces in eV/Å.

2S+1 ... 1
Energy relative to the best compared isomer or geometry (same formula, charge and spin) ... 96.0 kcal/mol
Charge ... -1

These are the Mulliken partial charges, in e, on atoms 1 to 2: -0.842 -0.530

---

Summary of strongest force on any atom in eV/A
3.0 15.9 4.2
(order as listed above)
Summary of frontier orbital gap in eV
3.6 7.2 6.6
(order as listed above)